Formula: C5H7O4Rb
Source: the Open Molecules 2025 dataset
Level of theory: the ωB97M-V functional and the def2-TZVPD basis

Each line ends with the Löwdin charge.
CARTESIAN COORDINATES (ANGSTROEM)
O (2.471, 1.025, -1.582)  -0.540
Rb (-0.050, 0.800, -2.657)  0.882
C (2.796, 0.769, -0.277)  -0.605
C (1.804, -0.076, 0.491)  -0.062
H (3.789, 0.243, -0.177)  0.074
H (2.941, 1.705, 0.328)  0.076
H (1.391, -0.959, -0.015)  0.038
H (1.964, -0.063, 1.576)  0.028
C (-0.535, 0.750, 1.427)  -0.156
C (-1.350, 0.764, 0.295)  -0.206
H (-0.117, 1.727, 1.703)  0.028
H (-0.736, 0.116, 2.306)  0.038
O (-2.263, -0.392, 0.423)  -0.061
C (-2.619, -1.049, -0.640)  -0.699
O (-2.222, -0.894, -1.785)  -0.067
O (-3.458, -2.036, -0.304)  0.116
H (-3.806, -2.430, -1.113)  0.115

energy relative to the best compared isomer or geometry (same formula, charge and spin): 0.405 eV
expectation value of S²: 0.761
E_LUMO (alpha / beta): 2.079 / 2.078 eV
total charge: -1
largest force on an atom: 3.2 eV/Å
spin multiplicity: 2